Record 1
103
Properties=species:S:1:pos:R:3:lowdin_charge:R:1 method="wB97M-V/def2-TZVPD" homo_energy_ev=-9.50 total_charge=0 spin_multiplicity=1 molar_mass_g_mol=1069.0 smiles="CCOCCOCC1=CC(=O)OC1=O.O=S1(=O)OCCO1.O=S1(=O)OCCO1.O=S1(=O)OCCO1.O=S1(=O)OCCO1.O=S1(=O)OCCO1.O=S1(=O)OCCO1.O=S1(=O)OCCO1"
C 2.054 0.159 1.594 -0.042
C 1.253 0.858 0.488 -0.248
O -0.149 0.767 0.589 -0.135
C -0.685 -0.543 0.659 -0.172
C -0.131 -1.554 -0.326 -0.182
O -0.050 -0.998 -1.629 -0.118
C 1.043 -1.495 -2.363 -0.148
C 1.215 -0.554 -3.519 -0.069
C 0.212 -0.272 -4.339 0.137
C 0.738 0.739 -5.305 -0.404
O 0.135 1.380 -6.128 0.165
O 2.083 0.875 -5.062 0.113
C 2.429 0.212 -3.888 -0.369
O 3.478 0.327 -3.338 0.183
H 2.816 -0.471 1.161 0.057
H 1.443 -0.399 2.290 0.075
H 2.571 0.910 2.178 0.073
H 1.469 1.918 0.557 0.114
H 1.615 0.560 -0.496 0.097
H -0.574 -0.926 1.672 0.120
H -1.748 -0.432 0.473 0.125
H 0.814 -1.978 0.000 0.084
H -0.842 -2.380 -0.352 0.135
H 1.941 -1.487 -1.747 0.130
H 0.845 -2.508 -2.706 0.142
H -0.776 -0.677 -4.293 0.143
C -3.960 3.795 1.220 -0.153
C -2.478 4.024 1.026 -0.149
O -1.990 4.280 2.352 -0.187
S -2.830 3.429 3.411 0.588
O -2.122 2.242 3.722 -0.218
O -3.293 4.303 4.429 -0.228
O -4.051 3.049 2.451 -0.188
H -4.484 4.742 1.351 0.085
H -4.406 3.224 0.409 0.137
H -2.269 4.874 0.383 0.135
H -1.973 3.135 0.638 0.126
C 2.723 -6.099 0.000 -0.150
C 2.519 -6.478 1.446 -0.145
O 2.768 -5.263 2.180 -0.179
S 2.305 -4.013 1.302 0.578
O 1.007 -3.617 1.719 -0.225
O 3.379 -3.091 1.236 -0.218
O 2.173 -4.769 -0.100 -0.191
H 3.784 -6.052 -0.256 0.139
H 2.215 -6.775 -0.676 0.091
H 3.196 -7.261 1.773 0.142
H 1.489 -6.781 1.628 0.102
C 3.226 3.878 -4.346 -0.142
C 2.930 3.412 -2.935 -0.162
O 3.051 4.605 -2.143 -0.191
S 2.593 5.874 -2.998 0.581
O 1.245 6.182 -2.671 -0.227
O 3.614 6.852 -2.920 -0.216
O 2.618 5.178 -4.432 -0.178
H 4.299 3.986 -4.512 0.140
H 2.807 3.221 -5.101 0.122
H 3.622 2.651 -2.594 0.123
H 1.904 3.046 -2.836 0.136
C 1.070 -8.988 -4.617 -0.157
C 2.559 -8.882 -4.874 -0.159
O 3.129 -8.727 -3.567 -0.185
S 2.259 -9.544 -2.500 0.610
O 2.863 -10.801 -2.262 -0.201
O 1.932 -8.665 -1.435 -0.227
O 0.969 -9.766 -3.417 -0.178
H 0.624 -8.008 -4.433 0.135
H 0.539 -9.483 -5.425 0.137
H 2.819 -8.033 -5.498 0.136
H 2.956 -9.797 -5.317 0.135
C -3.056 -7.438 3.101 -0.156
C -1.664 -7.334 3.689 -0.154
O -0.844 -8.095 2.788 -0.192
S -1.418 -7.963 1.297 0.597
O -0.689 -6.949 0.622 -0.220
O -1.577 -9.261 0.760 -0.205
O -2.852 -7.368 1.683 -0.183
H -3.520 -8.398 3.336 0.135
H -3.706 -6.630 3.423 0.137
H -1.597 -7.746 4.691 0.137
H -1.307 -6.302 3.692 0.136
C -6.507 7.165 4.210 -0.149
C -6.268 8.639 3.951 -0.156
O -5.489 8.662 2.746 -0.180
S -5.920 7.445 1.805 0.607
O -6.836 7.900 0.827 -0.207
O -4.747 6.728 1.451 -0.229
O -6.722 6.606 2.904 -0.183
H -5.631 6.686 4.651 0.135
H -7.375 6.986 4.837 0.136
H -5.723 9.123 4.755 0.137
H -7.203 9.172 3.768 0.134
C 0.975 7.180 0.897 -0.156
C 2.469 7.377 0.776 -0.161
O 2.927 7.488 2.131 -0.185
S 2.018 6.569 3.080 0.597
O 2.672 5.331 3.294 -0.218
O 1.558 7.364 4.158 -0.216
O 0.820 6.330 2.043 -0.192
H 0.461 8.123 1.094 0.136
H 0.546 6.707 0.018 0.122
H 2.730 8.272 0.219 0.139
H 2.950 6.509 0.319 0.127

***

Record 2
90
Properties=species:S:1:pos:R:3:lowdin_charge:R:1 method="wB97M-V/def2-TZVPD" homo_energy_ev=-6.37 total_charge=0 spin_multiplicity=1 molar_mass_g_mol=927.4
C -1.693 -1.311 5.908 0.155
C -1.038 -1.734 4.999 -0.295
P -0.129 -2.386 3.729 1.050
C -0.638 -1.548 2.228 -0.313
C -0.509 -0.042 2.346 -0.190
C 0.784 0.351 2.989 -0.593
N 1.880 0.416 2.176 0.189
O 0.831 0.625 4.178 0.046
H -2.277 -0.689 6.540 0.070
H -0.454 -3.733 3.588 0.057
H 1.229 -2.226 3.981 0.054
H -0.166 -1.948 1.336 0.100
H -1.702 -1.765 2.155 0.095
H -1.341 0.345 2.925 0.114
H -0.572 0.432 1.367 0.067
H 1.677 0.069 1.241 0.103
H 2.675 -0.087 2.549 0.088
C 5.575 0.704 0.988 -0.086
C 5.568 -0.523 1.882 -0.303
O 4.485 -1.405 1.560 -0.100
H 4.632 1.239 1.078 0.044
H 6.392 1.376 1.256 0.081
H 5.687 0.427 -0.062 0.082
H 5.437 -0.240 2.926 0.112
H 6.510 -1.070 1.792 0.111
H 4.590 -1.679 0.643 0.084
C -3.476 -0.755 -2.036 -0.065
C -3.272 -1.633 -0.816 -0.372
O -1.934 -1.950 -0.610 -0.081
H -3.101 -1.250 -2.926 0.085
H -4.541 -0.519 -2.189 0.079
H -2.921 0.178 -1.939 0.056
H -3.816 -2.575 -0.916 0.119
H -3.664 -1.079 0.094 0.034
H -1.412 -1.098 -0.520 -0.013
C -2.828 3.722 0.299 0.072
C -2.184 2.427 -0.157 -0.304
O -2.744 1.495 0.765 0.162
C -3.896 1.931 1.141 -0.566
O -4.705 1.200 1.736 -0.146
O -4.114 3.183 0.835 0.156
F -0.896 2.275 0.008 0.113
H -2.290 4.198 1.117 0.158
H -2.980 4.443 -0.496 0.154
H -2.448 2.115 -1.171 0.175
Br 5.120 4.880 -0.136 0.606
C 4.738 5.122 1.759 -0.684
C 3.913 3.982 2.282 -0.702
Br 2.055 4.092 1.740 0.608
H 4.260 6.089 1.867 0.051
H 5.706 5.140 2.254 0.060
H 3.892 3.983 3.370 0.064
H 4.278 3.029 1.930 0.004
C -3.148 -4.147 6.416 -0.087
C -3.521 -5.627 6.722 -0.815
O -2.585 -6.444 6.602 -0.098
O -4.710 -5.807 7.041 -0.088
H -2.095 -4.065 6.138 0.020
H -3.762 -3.780 5.585 0.047
H -3.332 -3.517 7.291 0.056
Ca -5.777 -0.249 0.945 1.726
C 1.503 -0.864 -2.953 -0.016
C 0.634 -0.629 -4.176 -0.288
C 0.941 0.631 -4.949 -0.080
O -0.338 0.934 -5.551 0.075
C -1.287 0.420 -4.751 -0.584
O -2.456 0.655 -4.840 0.134
O -0.753 -0.390 -3.817 0.066
H 0.893 -0.954 -2.054 0.057
H 2.085 -1.779 -3.074 0.080
H 2.211 -0.051 -2.801 0.078
H 0.648 -1.504 -4.830 0.157
H 1.700 0.493 -5.709 0.112
H 1.223 1.464 -4.305 0.143
F -11.009 2.003 -0.582 -0.172
Al -10.393 1.713 0.941 -0.185
F -9.992 3.136 1.725 -0.179
F -8.921 0.840 0.740 -0.235
F -11.414 0.768 1.859 -0.169
C 4.751 -0.876 -8.027 -0.107
C 5.679 -1.650 -7.111 -0.109
O 5.625 -0.879 -5.904 0.068
C 4.466 -0.187 -5.896 -0.566
O 4.042 0.416 -4.964 0.159
O 3.844 -0.272 -7.096 0.053
H 4.218 -1.508 -8.731 0.134
H 5.266 -0.088 -8.578 0.135
H 5.317 -2.657 -6.901 0.133
H 6.697 -1.710 -7.484 0.133
F -0.422 -0.057 -0.502 -0.436

***

Record 3
71
Properties=species:S:1:pos:R:3:lowdin_charge:R:1 method="wB97M-V/def2-TZVPD" homo_energy_ev=-14.64 total_charge=+3 spin_multiplicity=1 molar_mass_g_mol=481.5
Al 0.523 0.009 0.634 0.243
P -2.048 -0.670 2.409 0.884
P 0.558 -2.496 0.133 0.861
P -0.780 2.405 0.500 0.867
H 1.255 -0.166 -8.710 0.054
C 1.568 0.874 -8.534 -0.100
C 2.858 1.187 -8.302 -0.083
H 3.638 0.413 -8.274 0.054
C -3.605 -0.944 1.583 -0.156
C -1.642 -2.156 3.298 -0.164
C -2.278 0.598 3.644 -0.145
C 1.700 -2.801 -1.274 -0.202
C 1.109 -3.822 1.289 -0.228
C -0.975 -3.277 -0.534 -0.225
C -0.032 3.463 -0.806 -0.211
C -0.988 3.703 1.794 -0.229
C -2.504 2.317 -0.158 -0.235
H 0.793 1.652 -8.597 0.053
H 3.178 2.231 -8.166 0.053
H -4.255 -1.231 2.419 0.096
H -3.502 -1.751 0.846 0.075
H -3.942 -0.022 1.097 0.067
H -2.473 -2.224 4.017 0.103
H -0.704 -2.038 3.852 0.053
H -1.602 -3.052 2.666 0.070
H -3.367 0.716 3.766 0.101
H -1.801 1.556 3.397 0.045
H -1.846 0.194 4.575 0.077
H 1.977 -3.864 -1.310 0.081
H 2.609 -2.203 -1.150 0.068
H 1.229 -2.526 -2.225 0.067
H 0.658 -4.785 1.016 0.080
H 0.823 -3.587 2.318 0.023
H 2.198 -3.927 1.237 0.071
H -0.722 -4.258 -0.968 0.084
H -1.413 -2.647 -1.321 0.053
H -1.714 -3.425 0.266 0.034
H -0.297 4.514 -0.636 0.069
H -0.382 3.158 -1.798 0.069
H 1.057 3.358 -0.765 0.062
H -0.987 4.695 1.325 0.071
H -0.155 3.662 2.503 0.033
H -1.931 3.578 2.336 0.052
H -2.757 3.266 -0.657 0.083
H -3.221 2.137 0.657 0.036
H -2.581 1.504 -0.894 0.050
C 1.115 0.516 -2.163 -0.376
C -0.109 0.065 -2.716 -0.075
C -0.341 0.231 -4.085 -0.064
C 0.626 0.838 -4.897 -0.050
C 1.850 1.261 -4.353 -0.034
C 2.106 1.072 -3.000 -0.007
O 1.398 0.473 -0.824 -0.186
H -1.096 -0.406 1.310 -0.070
H -0.852 -0.401 -2.044 0.082
H -1.294 -0.128 -4.494 0.120
H 0.422 0.962 -5.952 0.091
H 2.598 1.733 -4.994 0.120
H 3.045 1.359 -2.521 0.129
N 0.533 -0.624 7.668 0.253
C 0.869 -0.438 6.560 -0.105
C 1.280 -0.193 5.179 -0.173
C 1.213 1.076 4.593 0.033
C 1.287 1.198 3.227 -0.074
N 1.443 0.109 2.411 0.001
C 1.909 -1.027 3.011 -0.076
C 1.827 -1.200 4.386 0.025
H 1.103 1.960 5.230 0.161
H 1.267 2.173 2.744 0.116
H 2.404 -1.775 2.380 0.128
H 2.168 -2.148 4.844 0.166

***

Table of energy (Eh), in record order: -6170.44302; -9017.83156; -2351.26884
Table of E_LUMO (eV), in record order: -1.39; -3.54; -10.73
Table of orbital gap (hartree), in record order: 0.2982; 0.1042; 0.1436